Here is a structure of composition C4H9NO3 from OMol25. Energies are from ωB97M-V with the def2-TZVPD basis set.

Last column: Mulliken charge in e.
Geometry (Å):
C: -0.1366 -2.2628 -0.3735  -0.045
O: -0.7979 -0.9570 0.6970  -0.604
O: -0.4036 -2.0562 -1.6599  -0.468
H: 0.1755 -1.3091 -1.9430  0.405
H: -0.3892 -1.0956 1.5590  0.311
H: 0.9180 -2.3217 -0.1078  0.275
H: -0.7901 -3.0337 0.0264  0.303
C: -0.0747 0.6369 -0.2238  1.258
N: -1.2288 0.9765 -0.9388  -0.525
C: 0.2734 1.6440 0.8318  -0.655
C: 1.5303 1.8928 1.1760  -0.642
O: 0.8589 0.0574 -0.8776  -0.867
H: -1.5222 0.2396 -1.5691  0.273
H: -2.0002 1.3007 -0.3729  0.233
H: -0.5390 2.2586 1.2031  0.211
H: 2.3367 1.3482 0.7061  0.243
H: 1.7896 2.6814 1.8668  0.293

Lowest unoccupied orbital energy = 0.9 eV
HOMO energy = -9.53 eV
ΔE to the lowest compared entry with this formula, charge and spin = 76.2 kcal/mol

***

Here is a structure of composition C39H35ClN2ReSi2 from OMol25. Energies are from ωB97M-V with the def2-TZVPD basis set.

Last column: Mulliken spin population.
Geometry (Å):
C: 1.2781 -0.8443 1.4705  -0.032
C: 0.1832 -1.7770 1.5285  -0.098
C: 0.3266 -2.7079 0.4371  0.144
H: -0.5784 -1.8207 2.2903  0.008
C: 1.5126 -2.3385 -0.2950  0.166
C: 2.0834 -1.1864 0.3321  -0.122
H: 3.0049 -0.6971 0.0264  0.001
H: 1.4815 -0.0564 2.1847  0.003
H: -0.2999 -3.5595 0.2443  0.002
H: 1.9131 -2.8605 -1.1513  0.053
Re: 0.1556 -0.7669 -0.2894  1.692
Si: -2.1483 -5.3129 -3.3283  0.003
C: -3.9876 -5.0425 -3.6994  -0.014
C: -4.4234 -4.5642 -4.9441  0.057
H: -3.6988 -4.2760 -5.7162  -0.016
C: -5.7962 -4.4371 -5.2292  0.028
H: -6.1147 -4.0296 -6.1881  -0.001
C: -6.7404 -4.8426 -4.2879  -0.004
H: -7.8082 -4.7613 -4.5150  0.000
C: -6.3136 -5.3458 -3.0590  0.015
H: -7.0572 -5.6567 -2.3218  0.001
C: -4.9496 -5.4490 -2.7708  -0.001
H: -4.6232 -5.8647 -1.8101  0.000
C: -1.5799 -6.0282 -4.9774  -0.007
C: -1.7850 -7.3865 -5.2683  -0.006
H: -2.2698 -8.0268 -4.5230  -0.001
C: -1.4045 -7.9232 -6.5060  0.000
H: -1.5762 -8.9802 -6.7346  0.000
C: -0.8225 -7.0907 -7.4765  0.000
H: -0.5221 -7.4990 -8.4454  0.000
C: -0.6523 -5.7231 -7.2218  0.002
H: -0.2373 -5.0479 -7.9789  0.001
C: -1.0539 -5.2052 -5.9776  0.040
H: -0.9523 -4.1304 -5.7992  -0.014
H: -2.1078 -6.3868 -2.3421  0.006
Si: -2.9093 -1.8695 -4.0834  0.357
C: -1.2447 -2.7672 -3.7786  0.104
C: -1.0637 -3.8872 -2.7745  -0.046
H: -1.4852 -3.6915 -1.7813  0.033
C: 0.2660 -4.5281 -2.6813  0.154
H: 0.3671 -5.3887 -2.0056  -0.010
C: 1.3364 -4.0355 -3.3813  0.023
H: 2.3281 -4.4974 -3.3159  0.009
C: 1.1890 -2.8835 -4.1649  0.142
H: 2.0726 -2.4114 -4.5970  -0.009
C: -0.0640 -2.3000 -4.3711  0.039
H: -0.1187 -1.4142 -4.9977  -0.002
C: -3.9487 -1.9996 -2.5052  0.023
C: -3.4292 -2.2640 -1.2186  0.027
H: -2.3535 -2.2199 -1.0436  0.030
C: -4.2436 -2.5431 -0.1219  -0.005
H: -3.7874 -2.8155 0.8347  0.002
C: -5.6300 -2.4783 -0.2504  0.007
H: -6.2778 -2.6950 0.6026  0.000
C: -6.1740 -2.1262 -1.4907  -0.007
H: -7.2560 -2.0618 -1.6018  0.000
C: -5.3508 -1.8838 -2.5974  0.011
H: -5.7992 -1.6274 -3.5525  0.004
H: -2.9948 -0.5744 -4.6935  0.027
Cl: -1.1721 -0.2184 -2.2648  0.109
C: -3.3644 1.3670 1.5762  0.001
C: -3.2377 2.7014 1.1746  0.001
C: -2.0877 3.0711 0.4775  0.000
C: -1.1185 2.1048 0.1539  0.014
N: -1.2800 0.8041 0.5319  0.021
C: -2.3490 0.4611 1.2856  0.013
C: 0.0754 2.3845 -0.6496  0.005
C: 0.3323 3.6281 -1.2509  0.000
C: 1.3980 3.7753 -2.1379  0.000
C: 2.2302 2.6719 -2.3490  0.003
C: 1.9634 1.4745 -1.6923  0.010
N: 0.8885 1.3177 -0.8909  0.001
H: -4.2360 1.0152 2.1296  0.000
H: -4.0193 3.4308 1.3968  0.000
H: -1.9203 4.1011 0.1595  0.000
H: -2.4001 -0.5667 1.6546  -0.001
H: -0.3540 4.4492 -1.0433  0.001
H: 1.5598 4.7157 -2.6692  0.000
H: 3.0775 2.7138 -3.0317  0.000
H: 2.6028 0.6028 -1.8422  0.003

Lowest unoccupied orbital energy (spin up / spin down) = -6.6 / -7.1 eV
Multiplicity = 4
HOMO energy (spin up / spin down) = -12.02 / -13.06 eV
Total charge = +2
ΔE to the lowest compared entry with this formula, charge and spin = 43.5 kcal/mol
Expectation value of S² = 3.786

***

Here is a cluster of 2 separate species, C4H13N2O2 in total from OMol25. Energies are from ωB97M-V with the def2-TZVPD basis set.

Last column: Mulliken charge in e.
Geometry (Å):
C: -0.7888 0.6051 0.4327  -0.433
O: -0.4420 1.7145 1.0751  -0.835
C: 0.3929 0.1091 -0.4847  0.249
C: 1.1617 -1.0657 0.2540  -1.015
C: 0.2538 -2.3849 0.0043  -0.684
N: -0.4789 -2.5201 -1.2577  -0.663
N: 1.4377 1.1788 -0.7060  -0.828
H: -1.5805 0.8072 -0.3129  0.227
H: -1.0314 -0.1833 1.1878  0.172
H: -0.0100 -0.1522 -1.4815  0.291
H: 2.0443 -1.2198 -0.3356  0.434
H: 1.1931 -0.9562 1.3254  0.358
H: 0.8983 -3.2989 0.1711  0.343
H: -0.3676 -2.4507 0.8603  0.383
H: 0.0535 -2.4725 -2.0852  0.245
H: -1.1550 -1.8149 -1.2846  0.344
H: 1.0366 2.0849 -0.9066  0.282
H: 1.9337 1.3699 0.1316  0.264
H: -1.7132 3.9309 0.5266  0.243
H: -1.2182 2.8524 1.3946  0.429
O: -1.6198 3.8665 1.4911  -0.807

Lowest unoccupied orbital energy = 3.9 eV
HOMO energy = -3.61 eV
Total charge = -1
ΔE to the lowest compared entry with this formula, charge and spin = 30.8 kcal/mol

***

Here is a structure of composition C35H46BrCdFN6O2Si2 from OMol25. Energies are from ωB97M-V with the def2-TZVPD basis set.

Last column: Mulliken charge in e.
Geometry (Å):
Cd: -0.1716 0.4965 0.0189  1.792
O: 5.1588 -0.3069 -2.1196  -0.574
C: 5.2876 0.8237 -1.3366  1.066
C: 6.5195 1.4342 -1.1570  -0.796
C: 6.6158 2.5660 -0.3581  -0.393
C: 5.4820 3.0755 0.2543  -0.947
C: 4.2550 2.4523 0.0604  -0.242
C: 4.1398 1.3208 -0.7289  -0.376
C: 2.7609 0.6892 -0.9535  0.382
O: 1.7838 1.3485 -0.3554  -1.169
N: 2.8742 -0.7373 -0.4531  0.103
N: 1.8918 -1.2897 0.2107  -0.114
C: 1.9188 -2.5556 0.4498  -1.099
C: 0.9720 -3.2109 1.3324  0.790
Br: 0.1019 -2.0870 2.5928  -0.181
C: 0.7196 -4.5253 1.3846  -1.262
C: 1.2146 -5.5212 0.4215  0.464
C: 1.2698 -5.2639 -0.9516  -0.139
C: 1.7222 -6.2272 -1.8391  -0.673
C: 2.1191 -7.4760 -1.3800  -0.378
C: 2.0454 -7.7550 -0.0217  -0.470
C: 1.5937 -6.7910 0.8647  -0.452
H: 5.9687 -0.4278 -2.6236  0.312
H: 7.3996 1.0243 -1.6438  0.240
H: 7.5779 3.0452 -0.2232  0.357
H: 5.5463 3.9620 0.8723  0.389
H: 3.3420 2.8319 0.5010  0.463
H: 2.6398 0.6035 -2.0565  0.204
H: 3.5561 -1.3388 -0.9041  0.299
H: 2.7138 -3.1823 0.0407  0.473
H: 0.1070 -4.8968 2.1965  0.391
H: 0.9248 -4.3047 -1.3163  0.397
H: 1.7513 -6.0057 -2.8988  0.399
H: 2.4702 -8.2285 -2.0748  0.361
H: 2.3415 -8.7294 0.3479  0.352
H: 1.5382 -7.0128 1.9245  0.406
C: 0.7146 3.5660 3.1849  -1.173
Si: 0.2795 1.7258 3.2014  -0.385
C: 1.8790 0.7692 2.9663  -0.445
C: -0.2649 1.3160 4.9750  -1.062
N: -0.8261 1.2637 2.0029  0.339
C: -2.1738 1.5424 1.9468  0.457
C: -2.8320 2.3753 2.8608  -0.422
C: -4.2045 2.6144 2.8196  -0.946
C: -4.9659 2.0296 1.8268  -0.833
C: -4.3368 1.2222 0.8780  -0.199
C: -2.9665 0.9530 0.8955  -0.006
N: -2.3463 0.1488 -0.0550  0.477
Si: -3.1584 -1.1589 -0.7835  0.524
C: -4.0341 -2.2222 0.5157  -1.215
C: -1.9535 -2.3008 -1.6853  -0.640
C: -4.4695 -0.6851 -2.0822  -1.510
H: 1.4663 3.8126 3.9417  0.350
H: -0.1692 4.1829 3.3665  0.333
H: 1.1117 3.8392 2.2036  0.308
H: 2.6419 1.1030 3.6770  0.450
H: 2.2648 0.9017 1.9534  -0.151
H: 1.7078 -0.2987 3.1273  0.123
H: 0.5710 1.4830 5.6626  0.347
H: -0.5452 0.2605 5.0373  0.221
H: -1.1137 1.9054 5.3251  0.335
H: -2.2424 2.8520 3.6359  0.142
H: -4.6600 3.2636 3.5602  0.340
H: -6.0346 2.2034 1.7648  0.366
H: -4.9340 0.7922 0.0803  0.196
H: -3.3019 -2.8569 1.0217  0.239
H: -4.7984 -2.8674 0.0715  0.346
H: -4.5104 -1.5907 1.2692  0.389
H: -0.9885 -2.3704 -1.1788  -0.398
H: -1.7898 -1.9480 -2.7050  0.355
H: -2.3763 -3.3100 -1.7309  0.467
H: -5.4808 -0.9482 -1.7581  0.422
H: -4.2731 -1.1888 -3.0321  0.381
H: -4.4493 0.3896 -2.2753  0.331
F: 3.0729 3.6454 -8.5349  -0.395
C: 2.3500 3.6711 -7.3469  0.369
C: 1.7752 4.8550 -6.9170  -0.357
C: 1.0554 4.8903 -5.7401  -0.780
C: 0.8532 3.7294 -4.9089  1.070
C: 0.1005 3.7472 -3.7467  -1.249
C: 1.5009 2.5428 -5.4124  -0.221
C: 2.2191 2.5195 -6.5926  -0.613
H: 1.8988 5.7534 -7.5137  0.365
H: 0.6134 5.8294 -5.4232  0.262
H: -0.3052 4.6672 -3.3460  0.152
H: 0.0416 2.8716 -3.1135  -0.118
H: 1.4241 1.6228 -4.8392  0.236
H: 2.6862 1.6009 -6.9332  0.373
N: -1.3500 0.5494 -3.0757  -0.742
N: -0.0888 0.1486 -2.5103  -0.181
H: -1.2022 1.3168 -3.7272  0.393
H: -1.9023 0.9197 -2.3060  0.074
H: 0.6394 0.8287 -2.7144  -0.130
H: 0.1668 -0.7356 -2.9324  0.266

Lowest unoccupied orbital energy = 3.7 eV
HOMO energy = -0.02 eV
Total charge = -2
ΔE to the lowest compared entry with this formula, charge and spin = 44.3 kcal/mol

***

Here is a cluster of 2 separate species, C4H10ClOPS2 in total from OMol25. Energies are from ωB97M-V with the def2-TZVPD basis set.

Last column: Mulliken charge in e.
Geometry (Å):
C: -2.7304 -1.4683 0.2460  -1.282
C: -1.2639 -1.3040 0.6278  -0.363
C: -0.7596 0.0956 0.2791  -0.278
C: 0.6998 0.2925 0.6704  -0.694
O: 1.1787 1.5563 0.2110  -0.302
P: 1.8491 1.7745 -1.2376  0.678
S: 1.2099 0.5812 -2.6368  -0.293
S: 4.7914 1.5460 -0.7761  -0.299
Cl: 1.5764 3.7115 -1.4482  -0.132
H: -2.8637 -1.3202 -0.8229  0.326
H: -3.0796 -2.4653 0.5007  0.369
H: -3.3451 -0.7432 0.7747  0.328
H: -1.1430 -1.4826 1.6993  0.295
H: -0.6627 -2.0449 0.0952  0.321
H: -0.8515 0.2516 -0.7995  0.241
H: -1.3685 0.8484 0.7824  0.257
H: 0.8185 0.3176 1.7582  0.340
H: 1.3169 -0.5158 0.2594  0.374
H: 4.6271 0.3690 -0.1832  0.112

Lowest unoccupied orbital energy (spin up / spin down) = -2.2 / -2.2 eV
HOMO energy (spin up / spin down) = -9.05 / -9.06 eV
ΔE to the lowest compared entry with this formula, charge and spin = 6.7 kcal/mol

***

Here is a cluster of 2 separate species, C4H5NO2 in total from OMol25. Energies are from ωB97M-V with the def2-TZVPD basis set.

Last column: Mulliken charge in e.
Geometry (Å):
C: -1.4684 -0.3654 -0.6042  -1.251
C: -0.0011 -0.0536 -0.4556  0.893
C: 0.3644 1.3858 -0.1301  -0.162
O: 1.4941 1.7601 0.0516  -0.413
C: 1.4916 -0.2340 2.2570  0.133
O: 2.5791 -0.5502 2.1889  -0.142
N: 0.9627 -0.8740 -0.5622  -0.563
H: -1.7839 -0.2259 -1.6449  0.301
H: -1.6721 -1.4029 -0.3239  0.347
H: -2.0872 0.2886 0.0189  0.346
H: -0.4920 2.0883 -0.0436  0.289
H: 0.6129 -1.8168 -0.7519  0.222

Lowest unoccupied orbital energy = -0.2 eV
HOMO energy = -10.10 eV
ΔE to the lowest compared entry with this formula, charge and spin = 37.4 kcal/mol